# 1
Formula: CN2O3
Source: the Open Molecules 2025 dataset
Level of theory: wB97M-V/def2-TZVPD

```
6
Properties=species:S:1:pos:R:3:forces:R:3
O 0.114 0.592 -2.285 0.4581 -0.1381 0.6237
O 1.406 0.168 -0.392 -0.4153 0.1577 -0.6894
O -1.417 -0.176 0.395 0.2036 -0.0618 0.2911
N -0.110 -0.579 2.262 -0.8557 0.2457 -1.1477
N -0.747 -0.384 1.356 0.5860 -0.2213 0.9905
C 0.754 0.379 -1.337 0.0233 0.0179 -0.0682
```
Positions in Å, forces in eV/Å.

E_tot = -10158.6247 eV
Strongest force on any atom = 0.028 Eh/bohr
SMILES string = N#[N+][O-].O=C=O
LUMO = 0.55 eV
2S+1 = 1
Energy relative to the best compared isomer or geometry (same formula, charge and spin) = 0.000 eV
Frontier orbital gap = 12.77 eV

---

# 2
Formula: C2H4BrFO
Source: the Open Molecules 2025 dataset
Level of theory: wB97M-V/def2-TZVPD

```
9
Properties=species:S:1:pos:R:3:forces:R:3
Br -1.146 -0.321 -1.948 1.2148 -0.0656 0.7316
F 0.585 1.352 -0.557 -0.8833 0.4496 -0.0695
O 1.452 -0.597 -0.404 -1.8181 -1.3620 0.7598
C 0.204 0.043 -0.351 2.9468 1.3025 -2.4998
C -0.648 -0.025 0.842 0.3897 -1.2943 0.4069
H -1.131 -0.968 0.928 -0.2245 -1.0903 -0.1658
H 2.192 -0.170 -0.885 -1.4217 0.3118 0.0814
H -0.046 0.051 1.740 -0.0669 0.8194 0.2045
H -1.463 0.636 0.634 -0.1368 0.9290 0.5510
```
Positions in Å, forces in eV/Å.

E_tot = -76945.8269 eV
Strongest force on any atom = 0.079 Eh/bohr
SMILES string = C[C@](O)(F)Br
LUMO = 0.52 eV
2S+1 = 1
Energy relative to the best compared isomer or geometry (same formula, charge and spin) = 0.703 eV
Frontier orbital gap = 10.91 eV